Entry 1:
A 2-piece molecular cluster, CH2ClO3S overall in a non-equilibrium geometry, computed with wB97M-V/def2-TZVPD.

```
8
CH2ClO3S wB97M-V/def2-TZVPD
C 0.18840 1.19502 0.10720
O 1.05252 -1.98176 -0.27841
O -0.59969 -1.53189 1.39594
O -1.22304 -1.31609 -0.95099
S -0.16341 -1.27391 0.02767
Cl -0.02320 1.93956 -1.50503
H -0.40786 1.75642 0.78976
H 1.17627 1.21265 0.41385
```

Computed properties:
* HOMO level: -0.165 hartree
* Kohn-Sham gap: 8.17 eV
* E: -1123.41878 Ha
* energy above the lowest of the compared OMol25 structures with the same formula, charge and spin: 28.06 kcal per mole
* net charge: -1
* molar mass: 129.5 g/mol



Entry 2:
A 3-piece molecular cluster, C4H7ClNO2 overall in a non-equilibrium geometry, computed with wB97M-V/def2-TZVPD.

```
15
C4H7ClNO2 wB97M-V/def2-TZVPD
C -3.55981 -0.24419 0.62981
C 1.86045 -0.62268 -1.46062
C 0.39567 0.75336 0.28948
C 1.50782 -0.17821 -0.09130
N 2.68905 -0.48414 1.63976
O -4.54385 0.06108 1.16157
O -2.57100 -0.87971 0.59872
Cl -3.52958 1.06308 -1.14711
H 1.14863 -0.20449 -2.09371
H 1.67066 -1.68363 -1.41939
H 2.84780 -0.37678 -1.85892
H 0.14330 1.58872 -0.40469
H 0.47983 1.09159 1.35879
H -0.45792 0.08851 0.57949
H 1.91896 0.02749 2.21808
```

Computed properties:
* HOMO level (alpha / beta): -0.183 / -0.183 hartree
* Kohn-Sham gap (alpha / beta): 7.63 / 8.31 eV
* E: -821.91765 Ha
* energy above the lowest of the compared OMol25 structures with the same formula, charge and spin: 129.74 kcal per mole
* net charge: -1
* molar mass: 136.6 g/mol



Entry 3:
A 6-piece molecular cluster, C37H37BF5N2O6PS overall in a non-equilibrium geometry, computed with wB97M-V/def2-TZVPD.

```
90
C37H37BF5N2O6PS wB97M-V/def2-TZVPD
C -1.60469 1.42005 2.04204
C -2.54923 2.25105 2.91886
O -2.59320 1.80261 4.26213
C -1.41885 2.11322 4.93591
C -1.46107 1.51480 6.35141
C -2.17000 2.49706 7.17118
N -2.72836 3.26577 7.83766
B -2.34484 0.16723 6.44434
O -2.90402 -0.12313 7.65453
O -2.50789 -0.69195 5.39069
C -0.02602 1.40185 6.93941
S -0.09255 0.85503 8.69305
C 0.55108 2.73647 6.95416
N 1.01023 3.80016 6.85575
P 1.12582 0.38612 5.90425
O 1.77858 1.13890 4.84091
O 0.38362 -0.89650 5.38219
O 2.23640 -0.17978 6.90287
H -0.78454 2.04838 1.72736
H -1.17507 0.58971 2.58871
H -2.10706 1.03284 1.16993
H -3.55159 2.18803 2.53596
H -2.19213 3.27719 2.92555
H -1.38019 3.19451 5.06636
H -0.50683 1.85058 4.40644
H -3.78865 -0.47463 7.56036
H -3.42912 -0.73795 5.14125
H 0.89214 1.58879 9.23504
H 1.05614 -1.49916 5.03742
H 2.76929 0.54562 7.23674
F -2.72728 0.23918 -0.55959
C -1.92636 -0.64625 -1.19853
C -2.47609 -1.80809 -1.69543
C -1.65274 -2.70988 -2.35305
C -0.29998 -2.44063 -2.49477
C 0.23362 -1.26552 -1.98365
C -0.58381 -0.35546 -1.33252
H -3.53352 -1.99932 -1.57074
H -2.06926 -3.62115 -2.75795
H 0.33948 -3.14667 -3.00726
H 1.28866 -1.05658 -2.09327
H -0.19060 0.57015 -0.93350
F 2.80419 -2.78362 4.20404
C 2.96635 -3.89712 4.96129
C 2.11567 -4.12225 6.02440
C 2.28888 -5.26581 6.78880
C 3.30805 -6.15756 6.48774
C 4.15435 -5.90877 5.41666
C 3.98250 -4.77214 4.64165
H 1.32977 -3.41335 6.25209
H 1.62680 -5.45968 7.62099
H 3.44225 -7.04648 7.08855
H 4.95136 -6.60081 5.18323
H 4.62634 -4.56315 3.79803
F 1.39430 -1.53245 -5.11923
C 2.18564 -2.42006 -5.75456
C 1.62589 -3.58235 -6.24464
C 2.44041 -4.49288 -6.90085
C 3.79590 -4.23516 -7.04947
C 4.33874 -3.06174 -6.54512
C 3.52961 -2.14168 -5.89556
H 0.56774 -3.76678 -6.11187
H 2.01562 -5.40496 -7.29647
H 4.42858 -4.94914 -7.55865
H 5.39528 -2.86144 -6.65701
H 3.93141 -1.21768 -5.50180
F -3.26923 -1.92471 -4.70438
C -3.09251 -0.64573 -5.09479
C -4.13373 0.24887 -4.95637
C -3.94191 1.56473 -5.35156
C -2.72291 1.96364 -5.88308
C -1.69113 1.04550 -6.01593
C -1.87120 -0.26995 -5.61527
H -5.07741 -0.08412 -4.54482
H -4.74569 2.28002 -5.24331
H -2.57807 2.98561 -6.19209
H -0.74261 1.35507 -6.43260
H -1.07522 -0.99806 -5.70026
F -0.75095 4.10172 -6.89206
C -0.17290 5.10926 -6.20380
C -0.85307 6.30124 -6.06423
C -0.25823 7.33180 -5.35215
C 1.00354 7.16061 -4.80050
C 1.67132 5.95425 -4.95658
C 1.07969 4.91569 -5.65956
H -1.83288 6.41618 -6.50822
H -0.78110 8.26990 -5.22814
H 1.46564 7.96766 -4.24875
H 2.65576 5.82053 -4.53017
H 1.57969 3.96470 -5.78582
```

Computed properties:
* HOMO level: -0.333 hartree
* Kohn-Sham gap: 9.25 eV
* E: -3256.90743 Ha
* molar mass: 774.6 g/mol



Entry 4:
C6H10INS as an isolated structure in a non-equilibrium geometry, computed with wB97M-V/def2-TZVPD.

```
19
C6H10INS wB97M-V/def2-TZVPD
C -2.92747 -0.97213 0.75378
C 0.91516 -0.85078 0.40691
C -0.16154 -1.81732 0.64961
C 0.35056 0.40811 -0.39488
C 1.34674 0.85503 -1.50915
C 0.10023 1.46606 0.59558
N -0.88044 0.03892 -1.09477
S -1.60988 -1.21045 -0.42252
I -4.37342 0.40039 0.11643
H 1.32000 -0.51440 1.39908
H 1.77516 -1.25075 -0.12552
H 0.01943 -2.92738 0.45920
H -0.54900 -1.85063 1.63850
H 1.84845 1.81394 -1.03616
H 0.82398 1.05477 -2.47400
H 2.05436 -0.00883 -1.56651
H 0.71910 1.79580 1.38080
H -0.71732 1.24958 1.25163
H -0.05410 2.32010 -0.02799
```

Computed properties:
* HOMO level (alpha / beta): -0.291 / -0.290 hartree
* Kohn-Sham gap (alpha / beta): 6.44 / 6.37 eV
* E: -985.03165 Ha
* energy above the lowest of the compared OMol25 structures with the same formula, charge and spin: 105.57 kcal per mole
* molar mass: 255.1 g/mol



Entry 5:
An isolated ion of composition C2H2N3S2 and charge +1 in a non-equilibrium geometry, computed with wB97M-V/def2-TZVPD.

```
9
C2H2N3S2 wB97M-V/def2-TZVPD
C -1.75229 -0.16224 -0.00710
C -0.92908 -1.21339 -0.09345
N 1.29666 -0.64441 -0.60440
N 1.39245 1.46574 0.52895
N 0.45751 -1.42200 -0.18373
S -2.63677 1.07754 0.02302
S 1.89007 0.75879 -0.74130
H -1.60024 -2.10865 0.12439
H 1.88170 2.24862 0.95362
```

Computed properties:
* HOMO level: -0.521 hartree
* Kohn-Sham gap: 7.45 eV
* E: -1037.58498 Ha
* energy above the lowest of the compared OMol25 structures with the same formula, charge and spin: 56.46 kcal per mole
* net charge: +1
* molar mass: 132.2 g/mol



Entry 6:
A 2-piece molecular cluster, C4H11NS2 overall in a non-equilibrium geometry, computed with wB97M-V/def2-TZVPD.

```
18
C4H11NS2 wB97M-V/def2-TZVPD
C -0.35195 1.48069 3.65150
S 0.79295 0.29171 2.90878
S 1.30376 1.46653 1.10512
H 0.19949 2.28340 4.14271
H -1.00391 0.97737 4.35936
H -0.98517 1.89671 2.85990
H 1.73445 0.42430 0.39729
N 1.59468 -0.68875 -1.56790
C 0.28361 -0.29981 -2.10497
C -1.92779 -1.03520 -1.26580
C -0.73768 -1.34497 -1.77049
H 2.32988 -0.11917 -1.96841
H 1.79994 -1.65707 -1.78763
H 0.31435 -0.17489 -3.19891
H 0.00356 0.64926 -1.66200
H -2.68475 -1.77277 -1.03461
H -2.16842 0.00232 -1.06639
H -0.49699 -2.37969 -1.99754
```

Computed properties:
* multiplicity: 2
* HOMO level (alpha / beta): 0.007 / -0.101 hartree
* Kohn-Sham gap (alpha / beta): 3.38 / 6.31 eV
* E: -1010.07323 Ha
* energy above the lowest of the compared OMol25 structures with the same formula, charge and spin: 28.95 kcal per mole
* net charge: -1
* molar mass: 137.3 g/mol
* expectation value of S²: 0.754



Entry 7:
C15H31F5OP2TeTi as an isolated structure in a non-equilibrium geometry, computed with wB97M-V/def2-TZVPD.

```
56
C15H31F5OP2TeTi wB97M-V/def2-TZVPD
P 0.07421 -1.49293 -1.97124
P 0.04408 1.66503 -1.73390
C -0.12519 -0.48745 -3.48690
C 0.32816 0.97218 -3.41106
H -1.18012 -0.54816 -3.76214
H 0.43293 -1.02624 -4.24809
H 1.40007 1.05081 -3.63738
H -0.21790 1.57156 -4.14421
C -1.68138 2.22753 -1.59114
H -1.80277 2.62470 -0.56641
H -2.36940 1.37146 -1.71799
H -1.88599 3.00401 -2.34251
C 1.09039 3.10859 -1.46304
H 0.84755 3.87744 -2.20341
H 2.13929 2.78893 -1.54091
H 0.89516 3.46461 -0.43611
C -1.06499 -2.86922 -2.04574
H -0.91853 -3.50792 -1.17146
H -0.89822 -3.42887 -2.96610
H -2.08581 -2.47643 -2.01954
C 1.75241 -2.21164 -2.13572
H 2.53113 -1.43825 -2.06127
H 1.82118 -2.71772 -3.10716
H 1.93668 -2.92746 -1.32235
Ti 0.59549 -0.08184 0.03671
C 0.55915 1.64185 -6.53458
C -0.76503 1.69325 -6.35353
C -1.75552 1.00505 -7.24520
C -1.35127 -0.41742 -7.71747
C -0.66297 -1.25766 -6.68058
C 0.66025 -1.33108 -6.50148
C 1.66308 -0.54988 -7.30052
C 1.24656 0.90234 -7.64443
C 0.12676 -1.94058 0.86816
H 1.23504 2.23662 -5.91452
H -1.20692 2.38509 -5.63648
H -1.91362 1.64336 -8.13483
H -2.74245 0.92720 -6.73842
H -2.28462 -0.94169 -7.97879
H -0.76499 -0.35348 -8.65230
H -1.34250 -1.90178 -6.11742
H 1.08956 -2.09902 -5.85828
H 1.85476 -1.09905 -8.24140
H 2.63425 -0.50721 -6.76016
H 2.17099 1.45852 -7.86730
H 0.65027 0.91828 -8.57434
H 0.71637 -1.80580 1.79538
H 0.32535 -2.94112 0.48722
H -0.92851 -1.83692 1.16703
F -0.86648 0.32643 3.83759
Te -0.13020 1.90646 2.91748
F -0.44084 2.93813 4.58629
F 2.38965 0.07058 0.28168
F -1.94076 2.41326 2.64438
F 0.22486 3.48393 1.74497
O -0.39137 0.87844 1.19504
```

Computed properties:
* multiplicity: 3
* HOMO level (alpha / beta): -0.251 / -0.305 hartree
* Kohn-Sham gap (alpha / beta): 6.64 / 4.60 eV
* E: -2964.87376 Ha
* energy above the lowest of the compared OMol25 structures with the same formula, charge and spin: 0.00 kcal per mole
* molar mass: 559.8 g/mol
* expectation value of S²: 2.009



Entry 8:
C2H4N2OS as an isolated structure in a non-equilibrium geometry, computed with wB97M-V/def2-TZVPD.

```
10
C2H4N2OS wB97M-V/def2-TZVPD
C 0.47034 -0.38784 0.49382
C -0.29010 0.55616 -0.45547
H 1.67461 -1.99879 2.14250
H -0.22712 -3.17756 1.52679
H 0.97764 0.01858 1.39928
H -0.36248 -1.07494 -1.45488
N 0.84166 -2.44985 1.30989
N 0.09200 -1.58149 0.44251
O -0.67368 -0.10670 -1.49654
S -0.26814 2.14348 -0.25864
```

Computed properties:
* HOMO level: -0.326 hartree
* Kohn-Sham gap: 8.68 eV
* E: -661.39581 Ha
* energy above the lowest of the compared OMol25 structures with the same formula, charge and spin: 119.06 kcal per mole
* molar mass: 104.1 g/mol



Copy entry 2 word for word.
A 3-piece molecular cluster, C4H7ClNO2 overall in a non-equilibrium geometry, computed with wB97M-V/def2-TZVPD.

```
15
C4H7ClNO2 wB97M-V/def2-TZVPD
C -3.55981 -0.24419 0.62981
C 1.86045 -0.62268 -1.46062
C 0.39567 0.75336 0.28948
C 1.50782 -0.17821 -0.09130
N 2.68905 -0.48414 1.63976
O -4.54385 0.06108 1.16157
O -2.57100 -0.87971 0.59872
Cl -3.52958 1.06308 -1.14711
H 1.14863 -0.20449 -2.09371
H 1.67066 -1.68363 -1.41939
H 2.84780 -0.37678 -1.85892
H 0.14330 1.58872 -0.40469
H 0.47983 1.09159 1.35879
H -0.45792 0.08851 0.57949
H 1.91896 0.02749 2.21808
```

Computed properties:
* HOMO level (alpha / beta): -0.183 / -0.183 hartree
* Kohn-Sham gap (alpha / beta): 7.63 / 8.31 eV
* E: -821.91765 Ha
* energy above the lowest of the compared OMol25 structures with the same formula, charge and spin: 129.74 kcal per mole
* net charge: -1
* molar mass: 136.6 g/mol